{
  "formula": "C26H25EuI2N5O2",
  "method": "the ωB97M-V functional and the def2-TZVPD basis",
  "e_tot_ev": -74438.8298,
  "total_charge": 1,
  "de_lowest_kcal_mol": 87.7,
  "s_squared": 12.0412,
  "multiplicity": 7,
  "species": ["Eu", "C", "C", "C", "C", "C", "H", "H", "H", "H", "H", "I", "C", "C", "C", "I", "C", "C", "C", "C", "N", "C", "C", "O", "H", "H", "H", "H", "C", "C", "O", "N", "C", "C", "C", "C", "C", "C", "N", "H", "H", "H", "H", "H", "H", "H", "H", "H", "H", "C", "C", "N", "C", "C", "N", "H", "H", "H", "H", "H", "H"],
  "xyz": [[-0.6319, 0.1830, 0.6810], [-2.4163, 1.0853, 2.4970], [-1.3779, 0.4509, 3.2073], [-0.2085, 1.2236, 3.0560], [-0.5299, 2.3370, 2.2502], [-1.8924, 2.2526, 1.9125], [-3.4511, 0.7835, 2.5024], [-1.5061, -0.4025, 3.8501], [0.7276, 1.0583, 3.5630], [0.1201, 3.1652, 2.0229], [-2.4538, 2.9901, 1.3623], [2.4177, -1.8133, -3.3192], [2.5682, -2.2870, -1.3036], [3.5945, -3.1602, -0.8946], [3.7131, -3.5348, 0.4182], [5.2868, -4.8279, 0.9454], [2.7906, -3.0411, 1.3880], [2.8093, -3.3830, 2.7608], [1.8794, -2.8515, 3.6160], [0.9286, -1.9572, 3.1138], [0.8714, -1.6077, 1.8406], [1.7834, -2.1522, 0.9664], [1.6474, -1.7622, -0.4094], [0.6848, -0.9485, -0.7400], [4.2972, -3.5303, -1.6327], [3.5634, -4.0706, 3.1245], [1.8717, -3.1016, 4.6694], [0.1989, -1.5107, 3.7749], [-2.7209, 3.5464, -1.7256], [-1.7197, 2.4305, -1.7428], [-1.8126, 1.4861, -0.9466], [-0.7260, 2.4927, -2.6292], [0.3369, 1.4875, -2.7134], [1.4852, 1.7696, -1.7844], [2.7456, 2.0242, -2.2901], [3.8007, 2.2507, -1.4203], [3.5544, 2.2188, -0.0641], [2.2621, 1.9613, 0.3565], [1.2398, 1.7314, -0.4678], [-3.6574, 3.1824, -1.3108], [-2.8895, 3.9576, -2.7218], [-2.3447, 4.3457, -1.0816], [-0.6698, 3.3151, -3.2053], [0.6931, 1.4670, -3.7389], [-0.0761, 0.5078, -2.5025], [2.8987, 2.0268, -3.3626], [4.7980, 2.4435, -1.7984], [4.3376, 2.3847, 0.6647], [2.0376, 1.9357, 1.4165], [-4.4721, -0.0553, -0.4938], [-3.5101, -1.1518, -0.8006], [-2.3609, -1.3979, -0.1980], [-1.8453, -2.5570, -0.7767], [-2.6825, -2.9996, -1.7338], [-3.7365, -2.0954, -1.7336], [-4.0019, 0.6689, 0.1598], [-5.3584, -0.4507, 0.0044], [-4.7927, 0.4578, -1.4024], [-0.9095, -2.9859, -0.4607], [-2.6367, -3.8460, -2.3991], [-4.5526, -2.1398, -2.3199]],
  "mulliken_spin": [4.0061, 0.0055, -0.0232, -0.0025, 0.0008, -0.0086, 0.0021, 0.0034, 0.0045, 0.0011, 0.0016, 0.0307, 0.2325, -0.0280, 0.2966, 0.0486, -0.0942, 0.3823, 0.0216, 0.1429, 0.2007, 0.1835, 0.2263, 0.2345, 0.0108, 0.0308, 0.0024, 0.0626, -0.0004, -0.0006, -0.0063, -0.0002, -0.0007, 0.0072, -0.0021, -0.0003, 0.0018, 0.0096, -0.0005, -0.0001, 0.0001, 0.0000, 0.0000, 0.0018, 0.0036, 0.0023, -0.0001, 0.0002, -0.0061, 0.0005, 0.0031, 0.0097, 0.0064, 0.0048, 0.0003, 0.0003, 0.0000, -0.0001, -0.0097, 0.0001, 0.0000]
}